No. 1
The following is a quantum chemistry calculation of one molecule with the formula C7H7NO3S2 at a distorted geometry, from the OMol25 dataset.

SMILES	CCN1C(=O)c2sccc2S1(=O)=O
energy above the lowest of the compared OMol25 structures with the same formula, charge and spin	0.000	eV
HOMO-LUMO gap	0.336	hartree
LUMO	-0.608	eV
HOMO	-9.75	eV

Geometry (Å):
C 0.1573 -1.9727 2.3996
C 0.8704 -1.8979 0.9563
N 0.3415 -0.8414 0.1493
C -0.5654 -0.9212 -0.9488
O -1.3207 -1.8691 -1.1982
C -0.5536 0.3853 -1.6158
S -1.2140 0.9205 -3.1010
C -0.9351 2.5716 -2.5917
C -0.3306 2.6930 -1.3665
C -0.0832 1.4397 -0.8102
S 0.6455 0.6889 0.6160
O 2.0392 0.9044 0.7130
O -0.2571 1.0497 1.7146
H 0.2137 -0.9274 2.6819
H -0.9516 -2.1013 2.1770
H 0.6654 -2.6745 3.1532
H 1.9390 -1.5345 1.0391
H 0.7823 -2.8991 0.3696
H -1.4886 3.3282 -3.2779
H 0.0457 3.6579 -1.0596

Forces on atoms 1 to 6 (eV/Å):
0.1 0.1 -1.7
0.8 -2.0 1.0
-1.7 -0.3 -1.8
-1.4 -1.9 0.3
2.2 1.8 0.5
0.4 1.3 0.6

Mulliken atomic charge list, values in e, 6 entries: atom 1 (C): -0.91, atom 2 (C): -0.56, atom 3 (N): 0.07, atom 4 (C): 0.49, atom 5 (O): -0.59, atom 6 (C): 0.10


No. 2
The following is a quantum chemistry calculation of one molecule with the formula C7H7NOS at a distorted geometry, from the OMol25 dataset.

SMILES	O=N[C@@H]1CCc2ccsc21
energy above the lowest of the compared OMol25 structures with the same formula, charge and spin	2.517	eV
HOMO-LUMO gap	0.327	hartree
LUMO	-0.008	eV
HOMO	-8.92	eV

Geometry (Å):
O -1.9686 3.0826 -0.0604
N -1.5704 2.0361 -0.5271
C -0.8552 1.2154 0.4088
C 0.6563 1.4910 0.1355
C 1.4126 0.2798 -0.3314
C 0.4125 -0.8290 -0.1201
C 0.4156 -2.2554 -0.2073
C -0.8217 -2.7528 -0.0305
S -2.0194 -1.5114 0.2806
C -0.8154 -0.2919 0.0779
H -1.2101 1.5894 1.4183
H 1.2276 1.7089 0.9825
H 0.7253 2.4402 -0.4554
H 2.2469 -0.0172 0.1776
H 1.7708 0.4556 -1.3354
H 1.3992 -2.8425 -0.4519
H -1.0061 -3.7991 0.0383

Forces on atoms 1 to 6 (eV/Å):
0.4 -1.1 -0.2
-1.1 1.4 -1.1
1.1 -1.2 1.1
0.2 2.0 -0.2
-2.0 -0.9 -2.1
-0.3 0.7 -1.5

Mulliken atomic charge list, values in e, 6 entries: atom 1 (O): -0.33, atom 2 (N): -0.15, atom 3 (C): 0.80, atom 4 (C): -0.93, atom 5 (C): -0.74, atom 6 (C): 0.16


No. 3
The following is a quantum chemistry calculation of one molecule with the formula C7H7NS2 at a distorted geometry, from the OMol25 dataset.

energy above the lowest of the compared OMol25 structures with the same formula, charge and spin	3.721	eV
HOMO-LUMO gap (spin up / spin down)	0.275 / 0.212	hartree
LUMO (spin up / spin down)	-0.689 / -1.952	eV
HOMO (spin up / spin down)	-8.17 / -7.72	eV

Geometry (Å):
C 0.9760 1.3631 2.4825
C 2.0081 1.1527 1.5315
C -0.3713 1.0281 2.2229
C 1.6514 0.8674 0.2727
C -0.7086 0.3427 0.9591
C 0.3122 0.3679 -0.0038
C -1.4376 -1.9135 -2.9228
N -1.2614 -0.8106 -1.9818
S -2.3555 -0.1626 0.6601
S 0.2488 -0.5078 -1.5048
H 1.3046 1.5907 3.4406
H 3.0061 1.4385 1.8715
H -1.1641 1.0210 2.9105
H 2.3036 0.8626 -0.6125
H -1.6845 -1.6335 -3.8960
H -0.5069 -2.4942 -2.9582
H -2.3211 -2.5125 -2.4715

Forces on atoms 1 to 6 (eV/Å):
-2.2 -1.8 -1.3
-0.3 1.6 1.2
2.6 -1.3 -1.9
-1.2 -1.5 -2.3
-1.0 1.7 0.9
0.6 -0.3 -0.4

Mulliken atomic charge list, values in e, 6 entries: atom 1 (C): -0.42, atom 2 (C): -0.55, atom 3 (C): -0.47, atom 4 (C): -0.53, atom 5 (C): -0.04, atom 6 (C): 0.71


No. 4
The following is a quantum chemistry calculation of an isolated ion of composition C7H7O5P and charge -2 at a distorted geometry, from the OMol25 dataset.

SMILES	O=C(O)P([O-])([O-])(O)c1ccccc1
HOMO-LUMO gap	0.231	hartree
LUMO	6.044	eV
total charge	-2
HOMO	-0.25	eV

Geometry (Å):
O 1.9317 -0.8420 -1.9899
C 2.2697 -0.8268 -0.8310
O 2.6453 -2.0499 -0.2506
P 2.4166 0.5762 0.4440
O 2.5463 0.0504 1.8318
O 2.4287 2.0322 0.2205
O 4.2776 0.2707 -0.2597
C 0.3598 0.3844 0.1215
C -0.4044 -0.2688 1.0997
C -1.8372 -0.4461 1.0128
C -2.5081 -0.1599 -0.1652
C -1.7638 0.5215 -1.1296
C -0.4800 0.8514 -0.9611
H 3.2117 -1.7744 0.5281
H 4.5589 0.8546 0.3750
H -0.0352 -0.2662 2.1598
H -2.2979 -0.9993 1.7488
H -3.5290 -0.2361 -0.3288
H -2.1305 0.7548 -2.1340
H 0.0101 1.2986 -1.8489

Forces on atoms 1 to 6 (eV/Å):
-0.2 0.1 0.2
1.0 -0.8 0.3
0.7 0.8 0.5
-1.3 -1.2 -2.0
0.3 -1.0 0.6
0.3 1.7 -0.7

Mulliken atomic charge list, values in e, 6 entries: atom 1 (O): -0.65, atom 2 (C): 0.44, atom 3 (O): -0.51, atom 4 (P): 1.11, atom 5 (O): -0.80, atom 6 (O): -0.83